# 1
The following is a DFT calculation (ωB97M-V with the def2-TZVPD basis set) of the ion C2H7N4S with charge +1.

## Properties
highest occupied orbital energy (alpha / beta): -11.706 / -11.644 eV
total charge: +1
lowest unoccupied orbital energy (alpha / beta): -4.037 / -4.654 eV

Positions of all 14 atoms, in Å:
C -0.92 0.67 0.01
C -0.59 -1.73 0.10
N 1.60 -0.07 0.08
N -1.29 -0.62 -0.07
N -1.91 1.63 -0.10
N 2.89 -0.03 -0.14
S 0.71 1.25 0.10
H -1.09 -2.66 -0.06
H 0.42 -1.70 0.43
H -2.27 -0.73 -0.32
H -2.74 1.52 0.48
H -1.60 2.58 -0.15
H 3.37 -0.92 -0.07
H 3.42 0.82 -0.28

=====

# 2
The following is a DFT calculation (ωB97M-V with the def2-TZVPD basis set) of an isolated molecule of C2H7N5O.

## Properties
highest occupied orbital energy: -8.903 eV
total charge: 0
lowest unoccupied orbital energy: 0.650 eV
SMILES string: N/N=C\NNC(N)=O

Positions of all 15 atoms, in Å:
N -1.49 -1.22 -0.66
N -2.09 -0.17 0.09
C -1.31 0.75 0.51
N -0.19 1.45 -0.16
N 0.80 0.61 -0.77
C 1.73 -0.16 -0.05
N 1.14 -0.63 1.06
O 2.93 -0.25 -0.35
H -2.11 -2.17 -0.61
H -1.02 -0.97 -1.56
H -1.60 1.58 1.16
H 0.07 2.19 0.46
H 1.14 1.15 -1.60
H 0.14 -0.92 0.91
H 1.87 -1.25 1.57

=====

The evaluated energy above the lowest of the compared OMol25 structures with the same formula, charge and spin for the records listed, in turn: 2.647 2.479 eV.